(1)
Computed, not measured: a molecular structure, C41H91N5O3 in a non-equilibrium geometry, with the ωB97M-V functional and the def2-TZVPD basis.

The geometry in XYZ format:
```
140
C41H91N5O3 the ωB97M-V functional and the def2-TZVPD basis
O -0.60 -0.71 0.07
C -0.64 0.45 -0.54
O -0.09 0.55 -1.64
O -1.14 1.42 0.01
H -0.20 -0.82 -0.79
C -3.38 0.73 1.42
C -2.76 -0.52 0.79
C -3.65 -1.70 1.10
N -3.42 -3.02 0.22
C -3.78 -2.69 -1.30
C -4.30 -4.19 0.77
C -3.39 -4.98 1.59
C -1.97 -4.96 0.99
C -1.92 -3.62 0.18
H -4.39 0.88 1.04
H -2.91 1.68 1.15
H -3.42 0.66 2.51
H -1.89 -0.79 1.39
H -2.36 -0.42 -0.22
H -4.71 -1.53 0.91
H -3.62 -2.11 2.11
H -4.77 -2.27 -1.50
H -3.66 -3.64 -1.82
H -3.22 -1.82 -1.64
H -4.61 -4.85 -0.04
H -5.12 -3.76 1.33
H -3.77 -5.95 1.92
H -3.39 -4.49 2.56
H -1.82 -5.78 0.28
H -1.22 -5.04 1.77
H -1.59 -3.84 -0.84
H -1.14 -3.03 0.66
C 1.86 -1.75 -6.07
C 1.34 -2.97 -5.36
C 1.83 -2.93 -3.81
N 1.36 -4.12 -2.79
C 1.94 -5.47 -3.18
C 1.65 -3.74 -1.28
C 0.46 -2.80 -0.75
C -0.55 -2.80 -1.85
C -0.17 -4.10 -2.58
H 2.91 -1.88 -6.32
H 1.85 -0.86 -5.44
H 1.39 -1.58 -7.04
H 1.64 -3.86 -5.91
H 0.25 -2.99 -5.38
H 1.40 -2.07 -3.28
H 2.89 -2.99 -3.56
H 3.01 -5.31 -3.02
H 1.56 -5.52 -4.20
H 1.66 -6.20 -2.42
H 1.69 -4.64 -0.68
H 2.57 -3.16 -1.42
H 0.18 -3.13 0.25
H 0.82 -1.79 -0.56
H -1.50 -2.78 -1.31
H -0.48 -1.92 -2.49
H -0.54 -4.86 -1.88
H -0.65 -4.16 -3.55
C 2.51 -2.27 0.17
C 2.38 -0.93 -0.68
C 3.11 0.22 0.08
N 3.17 1.60 -0.67
C 3.70 1.46 -2.19
C 4.07 2.49 0.20
C 3.82 3.86 -0.35
C 2.38 3.90 -0.75
C 1.96 2.49 -0.72
H 2.46 -3.19 -0.42
H 1.72 -2.40 0.91
H 3.46 -2.40 0.69
H 1.41 -0.62 -1.08
H 2.96 -1.13 -1.58
H 4.13 -0.12 0.31
H 2.44 0.36 0.92
H 4.71 1.08 -2.06
H 3.69 2.46 -2.62
H 3.04 0.78 -2.73
H 5.06 2.03 0.30
H 3.58 2.45 1.17
H 4.34 3.90 -1.31
H 4.10 4.62 0.37
H 2.22 4.32 -1.74
H 1.83 4.57 -0.09
H 1.22 2.07 -1.40
H 1.53 2.22 0.25
C -1.39 7.31 1.92
C -1.04 6.13 0.94
C -2.17 5.03 0.83
N -1.84 3.87 -0.20
C -0.42 3.22 0.19
C -1.88 4.46 -1.67
C -2.61 3.43 -2.56
C -2.84 2.23 -1.71
C -2.87 2.73 -0.25
H -1.93 7.99 1.26
H -0.38 7.65 2.15
H -2.04 7.13 2.77
H -0.07 5.77 1.25
H -0.61 6.50 0.01
H -3.13 5.51 0.66
H -2.11 4.55 1.81
H 0.39 3.93 0.05
H -0.29 2.48 -0.60
H -0.53 2.70 1.14
H -0.84 4.57 -1.97
H -2.43 5.41 -1.59
H -2.22 3.24 -3.56
H -3.52 3.93 -2.88
H -2.02 1.55 -1.91
H -3.80 1.80 -2.00
H -2.66 2.03 0.56
H -3.83 3.17 -0.02
C 4.30 0.50 4.89
C 2.76 0.15 4.94
C 2.17 0.58 3.52
N 0.74 0.10 3.16
C 0.52 -1.43 2.98
C -0.37 0.83 4.06
C -1.59 0.92 3.18
C -1.20 0.76 1.80
C 0.31 0.72 1.74
H 4.88 0.22 5.77
H 4.43 1.57 4.73
H 4.73 -0.09 4.08
H 2.17 0.55 5.77
H 2.69 -0.93 5.05
H 2.83 0.14 2.76
H 2.28 1.65 3.33
H -0.51 -1.75 2.82
H 1.02 -1.96 3.79
H 1.02 -1.82 2.09
H -0.50 0.33 5.03
H 0.01 1.83 4.25
H -2.36 0.24 3.54
H -2.08 1.89 3.33
H -1.62 -0.18 1.44
H -1.55 1.65 1.27
H 0.75 0.19 0.90
H 0.69 1.73 1.63
```

The calculation puts the energy relative to the best compared isomer or geometry (same formula, charge and spin) at 835.6 kcal/mol. The calculation puts the LUMO energy at -0.314 Eh. The charge is +4. The calculation puts the max |F| at 12.8 eV/A. Its HOMO-LUMO gap is 0.321 Eh. Its calculated total energy is -57514.873 eV.

=====

(2)
Computed, not measured: 20 unconnected molecules or ions with the total composition H39O20 in a non-equilibrium geometry, with the ωB97M-V functional and the def2-TZVPD basis.

The geometry in XYZ format:
```
59
H39O20 the ωB97M-V functional and the def2-TZVPD basis
O -2.36 -1.88 1.92
H -1.15 -4.33 -1.08
O 1.65 0.10 1.29
H 1.18 0.33 0.50
H 1.26 -0.74 1.58
O 4.03 4.48 1.14
H 3.18 4.52 0.67
H 3.77 4.08 1.97
O 0.10 0.25 -3.12
H -0.68 0.78 -3.33
H -3.72 -4.08 -2.37
O -3.47 -3.66 -1.55
H -2.75 -0.99 1.74
H -2.91 -2.93 -1.66
O -2.91 1.42 4.61
H -1.46 -1.79 1.58
H 0.68 0.30 -3.90
O 2.32 1.81 -3.94
H 2.03 2.09 -3.06
H 3.09 1.25 -3.74
O -2.16 3.92 -0.58
H -2.28 1.31 3.84
H 0.62 3.00 -0.59
O 1.93 -1.09 -0.92
H 2.21 -0.22 -1.32
H 1.40 -1.38 -1.69
O 0.23 3.26 2.65
H 0.22 2.48 2.04
H 0.69 3.78 1.97
O 0.25 -1.83 3.74
H -5.10 -1.46 -0.27
H 0.92 -2.54 3.75
O -0.38 -3.75 -1.16
H 2.46 2.42 -0.72
H -2.70 0.51 4.91
O -5.68 -1.62 -1.02
H -5.38 -2.43 -1.41
H -1.87 3.16 -1.09
O -0.42 1.63 -0.59
H -2.29 3.51 0.28
H -0.56 1.36 -1.49
O -1.81 -1.21 -1.82
H -1.36 -1.37 -2.67
H -1.27 -0.45 -1.59
O -0.90 0.52 1.41
H -0.49 0.74 0.44
H -1.30 1.31 1.80
O 3.17 1.93 -1.13
H -0.32 -2.30 3.08
H 4.01 2.20 -0.72
O 1.21 3.76 -0.59
H 0.72 4.44 -1.05
H -0.56 -2.99 -0.58
O 3.47 -3.30 0.03
H 2.95 -2.90 -0.69
H 3.77 -4.22 0.09
O 1.35 -3.77 1.80
H 2.27 -3.46 1.73
H 1.09 -3.97 0.90
```

The calculation puts the energy relative to the best compared isomer or geometry (same formula, charge and spin) at 2.0 kcal/mol. The calculation puts the LUMO energy (alpha / beta) at -0.029 / -0.212 Eh. The expectation value of S² is 0.76. The calculation puts the max |F| at 2.8 eV/A. Its HOMO-LUMO gap (alpha / beta) is 0.382 / 0.199 Eh. The spin multiplicity is 2. Its calculated total energy is -41578.854 eV.

=====

(3)
Computed, not measured: 2 unconnected molecules or ions with the total composition C2H5NO3 in a non-equilibrium geometry, with the ωB97M-V functional and the def2-TZVPD basis.

The geometry in XYZ format:
```
11
C2H5NO3 the ωB97M-V functional and the def2-TZVPD basis
C 1.61 -0.47 -0.39
C -0.38 0.40 0.66
N -1.38 -0.41 0.03
O -1.70 -1.42 0.55
O -1.72 0.01 -1.03
O -0.37 1.68 0.27
H 1.83 -0.72 0.71
H 2.13 0.30 -0.90
H 1.03 -1.16 -0.99
H -0.28 0.06 1.65
H -0.79 1.74 -0.59
```

The calculation puts the energy relative to the best compared isomer or geometry (same formula, charge and spin) at 63.8 kcal/mol. The calculation puts the LUMO energy (alpha / beta) at 0.028 / -0.068 Eh. The expectation value of S² is 2.01. The calculation puts the max |F| at 4.2 eV/A. Its HOMO-LUMO gap (alpha / beta) is 0.308 / 0.347 Eh. The spin multiplicity is 3. Its calculated total energy is -9780.267 eV.

=====

(4)
Computed, not measured: a single C5H9N5OS molecule in a non-equilibrium geometry, with the ωB97M-V functional and the def2-TZVPD basis.

The geometry in XYZ format:
```
21
C5H9N5OS the ωB97M-V functional and the def2-TZVPD basis
C 0.26 -0.05 0.37
C -1.89 -0.65 -0.33
C -1.64 0.61 1.94
C 3.17 -0.95 -1.34
C -1.17 0.47 0.40
N 0.98 -0.61 1.38
N 0.90 -0.11 -0.82
N 2.11 -0.90 0.84
N 2.05 -0.66 -0.44
N -1.22 1.69 -0.38
O -1.82 -0.44 -1.67
S -2.68 -1.83 0.44
H -0.87 0.25 2.63
H -2.57 0.05 1.96
H -1.93 1.72 2.08
H 3.53 -0.07 -1.74
H 4.00 -1.35 -0.69
H 2.94 -1.59 -2.04
H -1.03 0.14 -1.77
H -1.08 2.51 0.05
H -2.06 1.75 -0.88
```

The SMILES is Cn1nnc([C@@](C)(N)C(O)=S)n1. The calculation puts the energy relative to the best compared isomer or geometry (same formula, charge and spin) at 0.0 kcal/mol. The calculation puts the LUMO energy (alpha / beta) at 0.011 / 0.011 Eh. The calculation puts the max |F| at 5.7 eV/A. Its HOMO-LUMO gap (alpha / beta) is 0.335 / 0.335 Eh. Its calculated total energy is -25661.794 eV.

=====

(5)
Computed, not measured: a single C9H14BIN2O2 molecule in a non-equilibrium geometry, with the ωB97M-V functional and the def2-TZVPD basis.

The geometry in XYZ format:
```
29
C9H14BIN2O2 the ωB97M-V functional and the def2-TZVPD basis
C -2.00 -2.38 -1.21
C -0.51 -2.40 -1.02
N 0.17 -1.09 -1.28
C 0.42 -0.77 -2.66
C 1.07 0.58 -3.05
C 1.42 1.55 -1.91
C 1.15 1.12 -0.46
C 1.53 2.12 0.74
N 0.30 2.96 1.01
C 0.49 -0.25 -0.17
B 0.13 -0.77 1.35
O 1.23 -1.30 2.13
O -1.21 -0.64 1.84
C -1.26 -0.14 3.21
H -2.68 -2.15 -0.32
H -2.44 -2.54 -2.26
H 0.05 -3.34 -0.75
H 0.14 -1.49 -3.50
H 1.24 0.80 -4.16
H 1.88 2.58 -2.11
H 1.88 1.58 1.69
H 2.42 2.73 0.37
H 0.06 2.94 2.01
H -0.46 2.48 0.49
H 1.85 -1.77 1.53
H -1.51 -1.05 3.88
H -0.25 0.27 3.57
H -2.12 0.61 3.39
I -2.99 -0.25 -2.36
```

The calculation puts the LUMO energy at -0.028 Eh. The calculation puts the max |F| at 4.2 eV/A. Its HOMO-LUMO gap is 0.206 Eh. Its calculated total energy is -25406.563 eV.